Entry from OMol25: an isolated molecule of C3H5N3 at a distorted geometry (ωB97M-V/def2-TZVPD).

SMILES = Nc1cc[nH]n1
ΔE to the lowest compared entry with this formula, charge and spin = 1.701 eV
frontier orbital gap = 10.02 eV
multiplicity = 1
total energy = -7660.75426 eV
maximum force = 2.047 eV/Å
E_LUMO = 1.00 eV

Each line ends with the Mulliken charge.
Cartesian coordinates (Å):
N (-1.950, -0.381, 0.273)  -0.48
C (-0.593, -0.267, 0.050)  0.55
N (0.162, -1.329, -0.099)  -0.59
N (1.466, -0.864, -0.284)  -0.17
C (1.419, 0.537, -0.269)  -0.60
C (0.169, 0.954, 0.019)  -0.33
H (-2.517, 0.392, -0.042)  0.24
H (-2.312, -1.279, -0.018)  0.28
H (1.945, -0.709, 0.645)  0.31
H (2.362, 1.032, -0.453)  0.44
H (-0.163, 1.958, 0.222)  0.36